18
Properties=species:S:1:pos:R:3:nbo_charge:R:1 method="wB97M-V/def2-TZVPD" e_above_lowest_kj_mol=456.1 total_energy_ev=-11383.6038 orbital_gap_ev="7.20 / 6.96" charge=+1 mol_weight_g_mol=125.15
C 0.148 1.571 0.093 0.0104
C -0.842 0.538 0.044 0.2314
C 1.970 0.086 0.200 0.4395
C 3.089 -0.743 0.145 0.2399
C -2.260 0.947 -0.219 -0.6717
C -0.985 -1.943 -0.007 -0.4562
N -0.460 -0.666 0.210 -0.2894
N 1.449 1.265 0.140 -0.4727
O 4.053 -0.230 -0.394 -0.4170
H -0.140 2.609 0.063 0.2434
H 3.037 -1.757 0.547 0.1915
H -2.939 0.135 0.023 0.2463
H -2.520 1.817 0.376 0.2529
H -2.382 1.216 -1.268 0.2584
H -1.357 -2.343 0.940 0.2499
H -1.776 -1.974 -0.762 0.2188
H -0.171 -2.598 -0.328 0.2441
H 2.085 2.071 0.198 0.4804